ORCA calculation (ωB97M-V with the def2-TZVPD basis set) on a structure of composition C12H31ClFN2O3Si2 at a distorted geometry.

The geometry in XYZ format:
```
52
Properties=species:S:1:pos:R:3:mulliken_charge:R:1
C -4.121 -1.547 4.566 -1.1038
C -5.182 -1.977 3.542 -0.1414
O -4.887 -3.190 2.887 -0.4529
C -3.766 -3.141 2.017 -0.3009
C -4.000 -2.349 0.731 -0.4956
O -2.820 -1.810 0.182 -0.3326
C -2.235 -0.772 0.967 -0.3181
Si -1.257 0.461 -0.083 0.1039
C -2.416 1.502 -1.150 -0.8502
N -1.799 2.818 -1.396 -0.1799
C -2.537 3.646 -2.357 -0.8835
O -0.188 -0.436 -0.974 0.0863
Si 1.118 0.276 -1.792 0.2001
Cl 1.798 1.970 -0.779 -0.3230
C 2.452 -0.996 -1.980 -0.7123
C 3.724 -0.832 -1.137 -0.9249
C 4.763 0.085 -1.763 -0.1642
C 6.038 0.163 -0.901 -0.8602
C 6.400 1.528 -0.260 -0.6157
N 5.289 2.471 -0.126 -0.3423
H -3.409 -2.351 4.708 0.3219
H -3.595 -0.647 4.275 0.2577
H -4.584 -1.345 5.523 0.3533
H -5.362 -1.160 2.845 0.1636
H -6.114 -2.142 4.066 0.4209
H -3.571 -4.167 1.732 0.3133
H -2.875 -2.806 2.537 0.2455
H -4.757 -1.573 0.847 0.3555
H -4.382 -3.041 -0.012 0.2560
H -2.983 -0.259 1.574 0.2736
H -1.521 -1.197 1.676 0.2194
H -0.607 1.378 0.876 -0.1600
H -3.347 1.617 -0.572 0.3899
H -2.689 1.017 -2.078 0.4442
H -1.782 3.297 -0.507 0.2148
H -3.169 3.037 -2.986 0.3019
H -3.175 4.370 -1.848 0.2848
H -1.841 4.203 -2.971 0.2769
H 0.590 0.699 -3.103 -0.1710
H 1.982 -1.938 -1.686 0.3482
H 2.748 -1.069 -3.067 0.5158
H 4.183 -1.819 -1.094 0.4000
H 3.520 -0.568 -0.099 0.2671
H 4.360 1.052 -2.024 0.3321
H 5.022 -0.387 -2.702 0.2644
H 5.967 -0.578 -0.108 0.3912
H 6.894 -0.134 -1.500 0.3677
H 6.806 1.327 0.726 0.2687
H 7.204 1.979 -0.836 0.2664
H 5.446 3.296 -0.685 0.1719
H 5.117 2.735 0.831 0.1782
F 3.551 -0.692 -4.530 -0.9227
```

Results
HOMO level ... -4.0 eV
Frontier orbital gap ... 6.38 eV
Energy relative to the best compared isomer or geometry (same formula, charge and spin) ... 0.0 kcal per mole
Total charge ... -1
Max |F| ... 1.5 eV Å⁻¹
Electronic energy ... -1950.20399 hartree